# C41H44BrO5P2S2Y

C41H44BrO5P2S2Y as an isolated structure (ωB97M-V/def2-TZVPD, OMol25).

Last column: Löwdin charge in e.
Atoms and positions in Å:
C -0.663 3.570 -2.775  -0.094
H -2.476 -2.500 3.036  0.129
C -3.449 -0.715 -2.483  -0.095
C -0.544 4.740 2.415  -0.083
C -0.527 3.192 0.565  -0.330
S 2.189 1.741 0.107  0.378
C -4.889 0.562 -3.927  -0.089
C -2.522 0.989 -3.904  -0.103
C 0.156 3.982 1.484  -0.100
C 1.218 0.571 3.837  -0.155
H -0.833 -1.080 -4.942  0.110
H 2.026 0.790 -2.350  0.033
C 2.358 -0.151 -5.581  -0.085
Br -1.909 -3.490 7.273  0.608
C -1.338 -4.720 3.329  -0.083
C -1.810 -2.657 2.186  -0.099
C 0.189 -4.058 1.538  -0.131
C -1.351 -3.556 5.448  -0.751
H 3.313 0.295 4.021  0.140
H -0.004 5.348 3.130  0.102
H -2.374 -5.412 5.042  0.093
H -1.439 1.204 3.824  0.143
H 2.757 4.731 -4.126  0.104
C -0.647 -3.530 2.688  -0.432
H 1.159 1.567 4.287  0.144
S -0.553 -2.194 -1.537  0.361
C -4.717 -0.431 -2.973  -0.079
H -2.355 -3.172 1.391  0.134
H -5.572 -0.989 -2.611  0.103
C -0.603 4.361 -3.910  -0.077
H -2.977 -0.456 2.748  0.143
H -1.603 -5.576 2.715  0.096
H 1.762 -4.571 -0.278  0.139
H -2.451 2.529 -0.108  0.097
H 0.764 -4.909 1.906  0.134
C -1.921 3.172 0.585  -0.105
C -1.998 -0.217 2.330  -0.163
C -2.344 -0.009 -2.947  -0.334
C -0.607 0.746 -0.788  -0.649
H 3.637 -2.502 2.287  0.128
C -1.932 4.718 2.430  -0.088
H 1.119 -2.355 3.446  0.073
C 0.148 -0.658 -4.774  -0.089
C 0.202 -2.850 3.734  -0.074
C 0.630 4.778 -4.399  -0.079
H -1.516 4.652 -4.415  0.106
C 0.466 -0.110 -3.530  -0.337
H -0.437 -4.374 0.697  0.126
H 1.042 -0.186 4.605  0.123
H 4.911 -1.715 0.335  0.139
C -1.087 0.249 3.422  -0.143
H 0.679 5.394 -5.288  0.103
H 1.240 3.990 1.478  0.075
C -1.761 -4.622 4.622  -0.187
P 0.340 2.134 -0.651  0.437
H -3.308 -1.493 -1.741  0.080
H 3.676 0.782 -4.169  0.106
C 2.687 0.376 -4.343  -0.074
H -3.704 3.913 1.518  0.104
H 4.553 -1.057 2.732  0.140
C 2.573 0.378 3.220  -0.182
C 1.088 -0.674 -5.793  -0.076
H -2.477 5.305 3.158  0.102
O 2.925 -1.451 -0.174  -0.260
C -0.244 -2.807 5.030  -0.213
C 4.040 -1.141 0.660  -0.168
Y 0.632 -0.674 0.565  1.314
H -5.878 0.781 -4.311  0.101
H 2.221 -2.704 -1.572  0.088
P -0.720 -0.267 -2.152  0.426
C -2.621 3.936 1.510  -0.079
O 2.503 -0.845 2.487  -0.230
O -1.444 -1.350 1.667  -0.256
H 2.886 -4.159 1.024  0.131
H 3.089 -0.163 -6.380  0.102
C 2.178 -3.742 0.303  -0.184
H 0.305 -2.229 5.771  0.090
H 2.834 1.207 2.563  0.064
O 0.213 0.422 2.840  -0.225
H -1.625 3.237 -2.399  0.101
H -2.111 0.555 1.567  0.104
C -3.791 1.272 -4.393  -0.079
C 1.797 4.407 -3.746  -0.074
H -3.921 2.043 -5.143  0.103
C 0.507 3.190 -2.119  -0.327
H 4.238 -0.082 0.507  0.094
O 1.142 -3.084 1.023  -0.281
C 1.737 3.613 -2.606  -0.109
H 3.820 -3.163 -0.947  0.137
H -1.669 1.544 -4.274  0.095
C 2.831 -2.789 -0.677  -0.166
C 3.738 -1.432 2.108  -0.150
H -1.018 -0.499 4.213  0.116
C 1.747 0.391 -3.318  -0.102
H 0.831 -1.099 -6.755  0.104
H 2.644 3.314 -2.097  0.070

Summary:
HOMO   -0.1886 Ha
Kohn-Sham gap   5.338 eV
Calculated total energy   -6056.4261 Eh

# C24H63O29P5

A 8-piece molecular cluster, C24H63O29P5 overall (ωB97M-V/def2-TZVPD, OMol25).

Last column: Löwdin charge in e.
Atoms and positions in Å:
O 4.836 6.615 -4.897  0.021
H 4.814 -2.508 4.774  0.098
H 7.907 0.201 0.802  0.086
C -8.819 1.046 -9.073  -0.131
C 1.190 1.632 1.786  -0.095
O -1.207 -2.031 9.068  -0.213
H -9.600 1.677 -9.498  0.095
H 0.475 -7.658 4.968  0.100
H -8.380 0.406 -9.838  0.082
C 9.236 -0.794 5.218  -0.079
H -4.660 -1.264 -9.215  0.088
H -4.117 0.335 -9.697  0.096
O 0.596 0.494 1.109  -0.236
O 1.804 -8.950 1.352  0.031
O -0.973 -4.488 8.864  -0.212
C 1.397 -7.432 4.432  -0.082
C -4.496 8.338 1.148  -0.082
H -4.493 3.431 0.774  0.091
H -1.854 5.716 1.671  0.082
O -4.668 -2.789 -5.545  0.057
H 1.300 -6.410 4.068  0.093
O -5.377 2.548 -7.921  -0.210
H 0.050 1.056 -2.557  0.071
O -5.853 0.254 -8.667  -0.243
O 2.017 0.964 -1.034  -0.273
H -9.182 0.321 -8.344  0.089
P -3.539 6.417 -0.636  0.534
H 6.614 -2.498 4.251  0.090
O -4.023 5.417 0.542  -0.255
H 2.174 1.952 1.443  0.083
H 0.109 -2.472 4.957  0.087
H -5.389 -0.964 -3.363  0.098
H 6.461 3.766 -2.675  0.091
C 5.488 5.669 -4.282  -0.552
H -2.120 -4.696 -5.739  0.099
P 6.919 0.127 4.155  0.394
H 1.679 -8.698 -0.668  0.100
H 0.185 -1.292 6.282  0.070
C 5.462 4.118 -2.419  -0.093
H -1.762 -2.947 -5.905  0.093
C 7.113 -0.135 1.469  -0.093
O 1.433 -8.340 3.404  -0.015
H 2.817 6.725 -4.560  0.093
O 1.766 -1.601 -0.170  -0.213
O -3.705 5.919 -2.065  -0.268
O -4.215 7.900 -0.213  -0.251
O 6.842 1.580 4.337  -0.233
H -0.399 6.699 0.848  0.105
O 5.105 5.342 -2.945  -0.064
C 3.689 7.345 -4.352  -0.004
H -1.555 -0.321 8.056  0.089
H -3.930 7.788 1.899  0.070
O -4.780 -2.767 -3.252  0.002
H 3.667 7.524 -3.277  0.092
C -1.455 6.472 0.994  -0.138
O 6.353 5.061 -4.858  0.127
P -6.291 1.776 -9.014  0.474
P -0.260 -3.129 8.329  0.445
H 1.387 1.393 2.831  0.079
O -0.213 -0.418 -1.133  -0.246
H -6.538 -1.961 -4.157  0.097
C 2.459 -8.944 0.053  0.021
H 3.608 8.265 -4.931  0.093
H 0.417 -3.110 -0.670  0.086
C -0.650 0.235 -2.400  -0.037
O -2.921 -3.457 -4.189  0.000
H 0.522 2.490 1.858  0.079
H -5.203 2.871 -5.890  0.096
C -0.909 -0.701 8.848  -0.156
H 2.303 -7.457 5.038  0.100
H -0.988 -5.883 10.450  0.084
H -0.031 -2.180 0.629  0.075
H -0.504 -0.457 -3.230  0.082
O 5.531 -0.643 4.159  -0.210
C -5.882 -1.934 -3.287  -0.072
O 3.074 -7.299 2.243  0.056
O -7.861 1.890 -8.489  -0.220
H -0.077 -4.530 10.908  0.086
O -6.008 2.194 -10.388  -0.221
H -5.780 1.288 -6.311  0.084
H 4.747 3.423 -2.859  0.101
O -1.981 6.719 -0.273  -0.221
C -4.167 -3.045 -4.408  -0.530
H 9.668 -1.749 4.918  0.082
C 5.616 -2.065 4.184  -0.096
H -1.640 0.670 -2.532  0.083
H 1.270 -3.356 0.859  0.093
H 5.351 -2.227 3.139  0.084
H 2.837 -9.958 -0.077  0.096
O 1.199 -3.136 8.529  -0.232
H -2.827 3.610 -0.081  0.104
C -0.426 -2.064 5.814  -0.068
H -1.264 -1.439 5.503  0.084
H -4.141 1.563 -6.607  0.082
C 0.870 -2.602 0.182  -0.162
H -4.262 9.403 1.144  0.092
O 7.653 -0.263 2.780  -0.234
H -0.997 -3.813 -4.700  0.090
H 6.224 0.477 1.317  0.096
H -5.565 8.166 1.273  0.088
C -5.101 2.079 -6.632  -0.126
H -3.923 -0.439 -8.019  0.083
H -3.244 3.907 1.572  0.072
C -4.560 -0.233 -8.879  -0.121
C -0.351 -5.108 10.025  -0.109
H 6.976 -1.140 1.070  0.084
H 9.517 -0.674 6.264  0.087
H -6.480 -1.924 -2.376  0.100
H 0.599 -5.588 9.787  0.082
H -1.199 -0.285 9.812  0.096
H 0.119 -0.412 8.630  0.092
C 2.181 -8.183 2.287  -0.592
C -1.961 -3.759 -5.206  -0.033
O 7.778 -0.720 5.261  -0.243
H 9.713 -0.058 4.570  0.086
C -3.609 4.029 0.552  -0.093
H 3.312 -8.271 0.137  0.092
O -0.817 -3.086 6.805  -0.224
H -1.786 7.277 1.651  0.069
P 1.138 -0.059 -0.349  0.532
H 5.404 4.228 -1.336  0.097

Summary:
SMILES   COP(=O)(OC)OC.COP(=O)(OC)OC.COP(=O)(OC)OC.COP(=O)(OC)OC.COP(=O)(OC)OC.COC(=O)OC.COC(=O)OC.COC(=O)OC
HOMO   -0.3809 Ha
Kohn-Sham gap   10.314 eV
Calculated total energy   -4841.2065 Eh
ΔE to the lowest compared entry with this formula, charge and spin   23.3 kcal/mol

# C17H12ClFN2O4S

C17H12ClFN2O4S as an isolated structure (ωB97M-V/def2-TZVPD, OMol25).

Last column: Löwdin charge in e.
Atoms and positions in Å:
H -3.980 -4.019 2.082  0.045
C 4.023 -1.339 0.206  -0.512
C 3.883 -2.388 -0.535  -0.450
C -3.634 -4.196 1.192  -0.085
H 1.868 3.662 2.751  0.015
C -0.427 2.479 -1.168  -0.204
C 0.562 3.232 -0.132  -0.281
H -4.333 0.600 0.317  0.172
H 2.983 0.805 0.449  0.111
C -3.330 0.441 -0.219  -0.006
H -0.580 3.064 1.804  0.033
O -4.918 -1.935 0.926  0.090
C -0.354 0.163 -0.730  -0.482
H -4.319 -4.340 0.368  0.111
C 2.935 -2.474 -1.494  0.056
C -2.497 1.539 -0.584  -0.324
C -3.708 -2.013 0.594  -0.309
H 0.148 2.484 -2.258  0.190
C 1.673 3.545 1.825  -0.009
C 1.822 -0.535 -0.825  -0.358
C 0.284 3.200 1.357  0.064
O 1.776 3.268 -0.570  0.013
H 3.548 3.865 0.608  0.095
H -2.909 -5.040 1.136  0.125
C 2.877 -0.300 0.230  0.086
H 2.695 -3.387 -1.867  0.088
N 0.889 0.546 -0.725  0.106
S -1.033 -1.220 -0.162  1.153
C -2.794 -0.789 -0.039  -0.288
F 4.921 -3.112 -0.526  0.142
N -1.270 1.544 -0.890  -0.018
O -2.934 -3.230 0.521  -0.126
H 0.893 -1.865 -2.207  0.182
Cl 5.295 -0.825 1.330  0.661
O -3.137 2.852 -0.746  -0.149
C 2.484 3.715 0.629  -0.045
C 1.755 -1.633 -1.353  -0.121
H -1.157 3.634 -1.294  0.228

Summary:
HOMO   -0.2963 Ha
Kohn-Sham gap   6.763 eV
Calculated total energy   -2023.2397 Eh

> Which value of Kohn-Sham gap does entry 2 give?

10.314 eV